47
Properties=species:S:1:pos:R:3 method="wB97M-V/def2-TZVPD" de_lowest_kj_mol=53.7 smiles="CC[C@@H](Sc1ncccc1C(=O)OC(C)C)C(=O)NCc1ccco1"
C 1.8142 3.6611 1.6537
C 2.4026 2.8802 0.4874
C 2.1337 1.3879 0.5965
S 0.3167 1.0765 0.3960
C 0.0807 -0.4264 1.2447
N 1.1268 -0.9394 1.8890
C 0.9894 -2.0588 2.5771
C -0.2039 -2.7539 2.6738
C -1.2927 -2.2490 1.9846
C -1.1706 -1.0731 1.2528
C -2.3505 -0.6129 0.4855
O -3.3859 -1.2335 0.4235
O -2.1196 0.5385 -0.1341
C -3.1384 1.0908 -0.9842
C -3.8610 2.2007 -0.2303
C -2.4460 1.5995 -2.2403
C 2.7311 0.5958 -0.5592
O 2.9333 1.0737 -1.6535
N 2.9688 -0.7031 -0.2452
C 2.9436 -1.7207 -1.2839
C 1.5373 -2.2012 -1.4520
C 0.4728 -1.6337 -2.0899
C -0.6454 -2.4534 -1.8011
C -0.1803 -3.4501 -1.0024
O 1.1374 -3.3041 -0.7773
H 2.0321 4.7204 1.5459
H 0.7350 3.5327 1.6911
H 2.2355 3.3171 2.5962
H 1.9940 3.2407 -0.4580
H 3.4856 3.0207 0.4509
H 2.4238 0.9876 1.5674
H 1.8904 -2.4065 3.0662
H -0.2719 -3.6613 3.2507
H -2.2508 -2.7474 1.9859
H -3.8432 0.2846 -1.2262
H -3.1510 2.9713 0.0599
H -4.3329 1.8008 0.6642
H -4.6263 2.6394 -0.8640
H -3.1781 2.0280 -2.9185
H -1.9313 0.7849 -2.7427
H -1.7142 2.3571 -1.9732
H 2.6355 -1.0065 0.6662
H 3.5970 -2.5470 -0.9979
H 3.3002 -1.2535 -2.2039
H 0.4948 -0.7457 -2.6876
H -1.6530 -2.3191 -2.1372
H -0.6654 -4.2898 -0.5464

=====

47
Properties=species:S:1:pos:R:3 method="wB97M-V/def2-TZVPD" de_lowest_kj_mol=1840.0 smiles="C[C@@H](O)CC(C(=O)NNc1ccccc1)C(=O)NNc1ccccc1"
C -4.5185 1.6035 3.1605
C -3.6955 1.2093 1.8749
O -2.3230 1.7670 1.9444
C -3.5792 -0.3305 1.5816
C -2.3541 -0.9931 0.8584
C -2.0614 -0.4155 -0.5373
O -1.9455 -1.0322 -1.4622
N -1.8458 0.8976 -0.4369
N -1.3763 1.4394 -1.7666
C -0.1589 1.5423 -2.1407
C 0.4612 1.4627 -3.1541
C 1.7653 1.3756 -3.5414
C 2.8005 1.5677 -2.3798
C 2.1510 1.6485 -1.1858
C 0.8836 1.6121 -0.8921
C -1.0321 -0.7757 1.6442
O -0.8060 -0.0906 2.5216
N -0.0081 -1.5058 1.0293
N 1.4624 -1.2087 1.2637
C 2.3512 -1.5560 0.4136
C 3.6227 -1.9899 0.9750
C 4.6561 -2.2545 -0.0322
C 4.4768 -2.2194 -1.2552
C 3.2138 -1.9229 -1.9408
C 2.1836 -1.6531 -1.0487
H -5.6169 1.0830 3.0584
H -4.1653 1.1530 4.1342
H -4.7295 2.7205 3.1291
H -4.0838 1.6746 0.8693
H -1.9707 1.4558 2.5851
H -4.3506 -0.6622 1.3647
H -3.1560 -0.5363 2.7406
H -2.4370 -1.9238 0.7039
H -2.0399 1.3252 0.2663
H -1.8350 1.3793 -2.4604
H -0.1854 1.4406 -3.9718
H 2.3814 1.4696 -4.3675
H 3.7582 1.3654 -2.6241
H 2.9493 1.5555 -0.1742
H 0.3488 1.4662 0.2277
H 0.0566 -1.7284 0.1330
H 1.4893 -1.2220 2.3118
H 3.9549 -1.8807 2.0797
H 5.6978 -2.3685 0.5107
H 5.4300 -2.2502 -1.8216
H 2.9651 -2.1348 -2.9582
H 1.2149 -1.5597 -1.2303

=====

55
Properties=species:S:1:pos:R:3 method="wB97M-V/def2-TZVPD" total_charge=-1 de_lowest_kj_mol=590.8
Zn 0.1446 -0.4574 0.8276
C -1.6520 1.9696 -0.4387
C -1.0375 2.4293 0.8792
N 0.2996 1.8807 1.0939
C 1.3425 2.4527 0.2674
C 1.5113 1.6665 -1.0124
C 2.0798 2.2029 -2.1587
C 2.2344 1.3837 -3.2649
C 1.8066 0.0670 -3.2028
C 1.2392 -0.3866 -2.0216
C 0.7532 -1.8081 -1.8327
N -0.3491 -1.8738 -0.8930
C -1.6766 -1.6498 -1.4459
C -1.9660 -0.1684 -1.6800
N -1.7737 0.5382 -0.4459
N 1.1073 0.4067 -0.9682
H -1.0150 2.2700 -1.2796
H -2.6089 2.5024 -0.5692
H -1.6595 2.0686 1.6987
H -1.0208 3.5302 0.8918
H 0.5428 1.9035 2.0748
H 2.2884 2.3753 0.8054
H 1.1629 3.5096 0.0229
H 2.3919 3.2392 -2.1753
H 2.6810 1.7699 -4.1729
H 1.8995 -0.5987 -4.0510
H 1.5828 -2.3858 -1.4165
H 0.4886 -2.2266 -2.8140
H -0.3231 -2.7160 -0.3241
H -2.3912 -2.0405 -0.7196
H -1.8145 -2.1990 -2.3891
H -2.9789 -0.0759 -2.1067
H -1.2766 0.2393 -2.4293
H -2.3417 0.1791 0.3164
O -1.0720 -0.9916 3.1631
S 0.5221 -2.9590 2.5182
O 0.7213 -3.7934 3.6713
O 1.9803 -2.9374 1.8136
O -0.4381 -3.4274 1.5394
O 4.5619 -1.4421 1.9568
S 3.2478 -0.8698 1.7910
O 3.1940 0.4208 1.1169
N 2.1886 -1.7704 0.9690
C 0.2475 -1.2051 2.8126
O -1.6480 -0.3459 1.9809
C 1.2506 -0.7142 3.7832
C 0.8604 -0.3111 5.0614
C 1.7926 0.1194 5.9904
C 3.1459 0.1312 5.6753
C 3.5523 -0.2541 4.4062
C 2.6159 -0.6437 3.4566
H -0.1917 -0.3566 5.3079
H 1.4637 0.4248 6.9772
H 3.8790 0.4380 6.4107
H 4.5974 -0.2524 4.1306

=====

44
Properties=species:S:1:pos:R:3 method="wB97M-V/def2-TZVPD" total_charge=-1
C 0.8709 -3.6125 0.5361
C 2.0192 -4.4716 -0.0099
C 3.3924 -4.0961 0.5345
C 3.9272 -2.7403 0.0550
O 4.8255 -2.6608 -0.7810
C 3.3139 -1.5295 0.6537
C 1.9853 -1.3249 0.7544
C 0.9412 -2.1487 0.0752
H -0.0745 -4.0442 0.1825
H 0.8604 -3.6574 1.6327
H 1.8337 -5.5179 0.2687
H 2.0338 -4.4343 -1.1087
H 3.3640 -4.0697 1.6317
H 4.1206 -4.8543 0.2241
H 4.0308 -0.7368 0.8918
H 1.6303 -0.4426 1.2962
H 1.1234 -2.1423 -1.0164
H -0.0401 -1.6675 0.2214
C -0.0366 -0.0432 4.8725
C -0.8566 0.9303 4.0641
O -0.3511 0.8620 2.6995
C -0.9614 1.7128 1.8389
C -0.5550 1.4699 0.4384
N -1.2330 2.0332 -0.4999
C -1.3071 1.7777 -1.7716
C -2.0022 2.6282 -2.7151
C -2.3388 2.1394 -4.0009
C -2.9770 2.9616 -4.9218
C -3.2882 4.2883 -4.5829
C -2.9718 4.7725 -3.3016
C -2.3559 3.9460 -2.3590
O -1.7654 2.5640 2.1758
H -0.4720 -0.1920 5.8619
H 0.0084 -1.0125 4.3698
H 0.9767 0.3473 5.0057
H -1.9164 0.6447 4.0818
H -0.7615 1.9530 4.4451
H 0.3173 0.8272 0.2743
H -0.8803 0.8452 -2.1815
H -2.0820 1.1036 -4.2371
H -3.2256 2.5691 -5.9121
H -3.7759 4.9371 -5.3136
H -3.2124 5.8018 -3.0294
H -2.1340 4.2840 -1.3431

=====

47
Properties=species:S:1:pos:R:3 method="wB97M-V/def2-TZVPD" de_lowest_kj_mol=0.0 smiles="CCO[C@H]1OC(C(=O)O)=C[C@@H](c2ccc3c(c2)OCO3)[C@@H]1CCCO"
C 4.9197 0.8525 1.0829
C 4.0490 1.7298 0.1915
O 2.6579 1.4683 0.3191
C 2.1565 0.4296 -0.4380
O 2.6588 -0.8007 0.0711
C 1.9666 -1.9181 -0.2624
C 2.6500 -3.1859 0.0966
O 2.1748 -4.2808 -0.0733
O 3.8588 -2.9943 0.6290
C 0.7809 -1.9354 -0.8801
C 0.0414 -0.6772 -1.2132
C -1.4351 -0.8196 -0.9312
C -2.3786 -0.4354 -1.8709
C -3.7489 -0.4999 -1.6149
C -4.1317 -0.9602 -0.3804
C -3.1875 -1.3576 0.5710
C -1.8408 -1.3000 0.3198
O -3.8322 -1.7760 1.7006
C -5.2107 -1.6083 1.4454
O -5.3876 -1.1248 0.1310
C 0.6231 0.4839 -0.3837
C 0.1003 1.8481 -0.8528
C -0.2715 2.7792 0.3028
C -1.5201 2.3342 1.0728
O -2.7011 2.3871 0.3075
H 4.8109 -0.1939 0.8133
H 5.9604 1.1471 0.9745
H 4.6220 0.9746 2.1207
H 4.3457 1.6172 -0.8608
H 4.1563 2.7802 0.4776
H 2.5017 0.5132 -1.4921
H 4.2594 -3.8485 0.8563
H 0.3301 -2.8847 -1.1171
H 0.1739 -0.4557 -2.2803
H -2.0524 -0.0818 -2.8380
H -4.4759 -0.2007 -2.3504
H -1.1223 -1.6217 1.0554
H -5.7259 -2.5753 1.5548
H -5.6331 -0.8869 2.1635
H 0.3568 0.3275 0.6646
H -0.7736 1.7029 -1.4919
H 0.8667 2.3358 -1.4582
H 0.5692 2.8385 0.9936
H -0.4616 3.7766 -0.0978
H -1.6891 3.0183 1.9078
H -1.3821 1.3236 1.4811
H -2.6292 1.7553 -0.4169

=====

52
Properties=species:S:1:pos:R:3 method="wB97M-V/def2-TZVPD" total_charge=+1 de_lowest_kj_mol=320.3
C -1.0111 -2.2477 -6.7952
C -1.7899 -1.4279 -7.5889
H -1.4301 -3.0487 -6.1749
H 0.0784 -2.1141 -6.7346
C -2.1377 -0.0811 -7.1627
C -1.9276 0.3003 -5.8733
H -1.4976 -0.4218 -5.1751
H -2.1271 1.3276 -5.5561
C -2.3159 -1.8310 -8.9551
H -2.0995 -2.8840 -9.1812
H -1.8635 -1.2149 -9.7519
H -3.4107 -1.6901 -8.9995
C -2.7472 0.9324 -8.1074
H -3.7545 0.6438 -8.4282
H -2.1357 1.1077 -9.0017
H -2.8311 1.8735 -7.5521
Ag 0.1438 1.1057 0.6156
O 0.2705 -0.1244 -1.4796
C 1.2684 -0.1502 -2.2228
O 1.9338 1.9734 -0.3641
C 2.2310 2.0100 -1.5734
O 2.8899 3.0294 -2.1100
N 1.9743 1.0360 -2.5218
C 3.1167 2.7502 -3.5311
C 2.4230 1.4506 -3.8562
H 4.1969 2.6683 -3.6901
H 2.7091 3.5827 -4.1137
H 3.0788 0.6861 -4.2868
H 1.5564 1.6165 -4.5186
C 1.7876 -1.3920 -2.7747
C 1.2733 -2.5639 -2.3467
H 2.5637 -1.3199 -3.5378
H 0.4578 -2.5783 -1.6216
H 1.7110 -3.5114 -2.6724
N -3.3383 1.6758 0.6614
C -2.9139 0.7276 1.5139
N -1.6736 0.3066 1.6281
C -1.5711 -0.7770 2.5084
C -2.7678 -1.0994 3.1326
S -4.0536 -0.0852 2.5945
C -0.3286 -1.4898 2.5396
C -0.0119 -2.6751 3.1994
S 1.5291 -3.2591 2.7064
C 1.6677 -1.8747 1.6116
N 0.6717 -1.0382 1.7041
N 2.7245 -1.7355 0.7868
H -4.3293 1.8757 0.6291
H -2.7033 2.0539 -0.0267
H -2.8659 -1.8982 3.8565
H -0.6658 -3.1577 3.9153
H 3.3544 -2.5210 0.7053
H 2.6550 -1.0765 0.0204

=====

Number 1: highest occupied orbital energy -8.44 eV, M 362.45 u. Number 2: highest occupied orbital energy -7.50 eV, M 342.40 u. Number 3: highest occupied orbital energy -3.82 eV, M 549.93 u. Number 4: highest occupied orbital energy -2.37 eV, M 300.38 u. Number 5: highest occupied orbital energy -8.28 eV, M 350.37 u. Number 6: highest occupied orbital energy -9.05 eV, M 529.42 u.